This record from OMol25 describes the molecule C4H4O2. The level of theory is the ωB97M-V functional and the def2-TZVPD basis.

```
10
C4H4O2, DFT the ωB97M-V functional and the def2-TZVPD basis
O -1.936 -0.350 0.386
C -1.106 0.361 -0.513
C 0.205 -0.398 -0.684
O 0.321 -1.318 -1.462
C 1.288 -0.034 0.232
C 2.176 0.259 0.992
H -1.382 -0.797 1.039
H -0.925 1.391 -0.171
H -1.615 0.384 -1.480
H 2.975 0.502 1.661
```

Maximum force: 0.54 eV/A
Lowest unoccupied orbital energy: -0.008 hartree
Orbital gap: 10.184 eV
Molecular weight: 84.07 u
Total charge: 0
Energy: -8304.939 eV
Relative energy (zero: lowest compared OMol25 entry of this formula, charge and spin): 206.32 kJ/mol

Atomic partial charges in e from the Löwdin method, atoms 1 to 4: -0.04, -0.19, -0.40, 0.12

***

This record from OMol25 describes the molecule C4H4O2. The level of theory is the ωB97M-V functional and the def2-TZVPD basis.

```
10
C4H4O2, DFT the ωB97M-V functional and the def2-TZVPD basis
O 0.819 -2.230 -0.451
C 0.134 -1.205 0.093
C 0.765 0.012 0.347
O 1.955 0.332 0.172
C -0.339 1.024 0.331
C -1.082 2.015 0.206
H 1.599 -1.820 -0.867
H -0.838 -1.463 0.503
H -1.193 0.573 -0.336
H -1.820 2.764 0.002
```

Maximum force: 0.58 eV/A
Lowest unoccupied orbital energy (spin up / spin down): -0.019 / -0.019 hartree
Orbital gap (spin up / spin down): 6.671 / 6.672 eV
Molecular weight: 84.07 u
Total charge: 0
Energy: -8301.509 eV
Relative energy (zero: lowest compared OMol25 entry of this formula, charge and spin): 537.30 kJ/mol

Atomic partial charges in e from the Löwdin method, atoms 1 to 4: 0.03, -0.17, -0.51, -0.01

***

This record from OMol25 describes the molecule C4H4O2. The level of theory is the ωB97M-V functional and the def2-TZVPD basis.

```
10
C4H4O2, DFT the ωB97M-V functional and the def2-TZVPD basis
O -2.580 0.556 -0.082
C -1.993 -0.375 0.398
O -0.713 -0.369 0.794
C 0.118 0.572 0.098
C 1.484 0.051 0.094
C 2.593 -0.403 -0.005
H -2.402 -1.386 0.520
H -0.244 0.625 -0.933
H 0.046 1.575 0.527
H 3.577 -0.802 -0.122
```

Maximum force: 0.55 eV/A
Lowest unoccupied orbital energy: 0.033 hartree
Orbital gap: 11.428 eV
Molecular weight: 84.07 u
Total charge: 0
Energy: -8305.415 eV
Relative energy (zero: lowest compared OMol25 entry of this formula, charge and spin): 160.37 kJ/mol

Atomic partial charges in e from the Löwdin method, atoms 1 to 4: 0.08, -0.35, -0.03, -0.19

***

This record from OMol25 describes the molecule C4H4O2 in a non-equilibrium geometry. The level of theory is the ωB97M-V functional and the def2-TZVPD basis.

```
10
C4H4O2, DFT the ωB97M-V functional and the def2-TZVPD basis
C 2.895 0.039 -0.112
C 1.394 -0.098 -0.011
C 0.225 -0.416 0.201
C -1.133 -0.146 0.159
H 3.507 -0.588 -0.707
H 3.445 -0.270 0.828
H 3.100 1.152 -0.171
H -2.456 1.263 -0.340
O -1.401 1.236 0.006
O -2.085 -0.965 -0.134
```

Maximum force: 7.72 eV/A
Lowest unoccupied orbital energy: 0.002 hartree
Orbital gap: 10.461 eV
Molecular weight: 84.07 u
Total charge: 0
Energy: -8304.681 eV
Relative energy (zero: lowest compared OMol25 entry of this formula, charge and spin): 231.24 kJ/mol

Atomic partial charges in e from the Löwdin method, atoms 1 to 4: -0.08, 0.02, 0.05, -0.46

***

This record from OMol25 describes the molecule C4H4O2 in a non-equilibrium geometry. The level of theory is the ωB97M-V functional and the def2-TZVPD basis.

```
10
C4H4O2, DFT the ωB97M-V functional and the def2-TZVPD basis
O 0.985 -0.541 2.047
C 0.473 -0.153 1.019
C 0.835 0.593 -0.305
C -0.246 -0.089 -1.041
O -0.287 -1.505 -0.734
C -0.763 -0.617 0.229
H 1.372 1.453 -0.701
H 0.284 1.165 0.911
H -0.842 0.218 -1.894
H -1.811 -0.526 0.469
```

Maximum force: 2.11 eV/A
Lowest unoccupied orbital energy: 0.001 hartree
Orbital gap: 9.495 eV
Molecular weight: 84.07 u
Total charge: 0
Energy: -8302.041 eV
Relative energy (zero: lowest compared OMol25 entry of this formula, charge and spin): 485.96 kJ/mol

Atomic partial charges in e from the Löwdin method, atoms 1 to 4: 0.07, -0.45, 0.09, -0.21

***

This record from OMol25 describes the molecule C4H4O2. The level of theory is the ωB97M-V functional and the def2-TZVPD basis.

```
10
C4H4O2, DFT the ωB97M-V functional and the def2-TZVPD basis
O -1.825 -0.379 1.222
C -1.456 0.457 0.150
C -0.236 0.002 -0.517
C 0.895 -0.266 -0.853
C 2.295 -0.222 -0.454
O 2.920 0.810 -0.438
H -1.847 -1.291 0.911
H -1.176 1.413 0.601
H -2.281 0.648 -0.547
H 2.711 -1.172 -0.076
```

Maximum force: 0.74 eV/A
Lowest unoccupied orbital energy: 0.008 hartree
Orbital gap: 10.636 eV
Molecular weight: 84.07 u
Total charge: 0
Energy: -8304.669 eV
Relative energy (zero: lowest compared OMol25 entry of this formula, charge and spin): 232.38 kJ/mol

Atomic partial charges in e from the Löwdin method, atoms 1 to 4: -0.05, -0.26, 0.03, 0.04

***

This record from OMol25 describes a cluster of 2 separate species, C4H4O2 in total in a non-equilibrium geometry. The level of theory is the ωB97M-V functional and the def2-TZVPD basis.

```
10
C4H4O2, DFT the ωB97M-V functional and the def2-TZVPD basis
C 0.939 0.250 -1.493
C -0.264 0.615 -0.996
C 0.301 1.096 -2.385
C -0.393 -0.852 2.443
O 0.069 1.866 -3.214
O -1.153 0.737 -0.190
H 1.713 -0.530 -1.528
H -1.198 -1.152 3.065
H 0.557 -0.684 2.737
H -0.570 -1.346 1.561
```

Maximum force: 3.72 eV/A
Lowest unoccupied orbital energy (spin up / spin down): -0.065 / 0.004 hartree
Orbital gap (spin up / spin down): 7.258 / 9.300 eV
Molecular weight: 84.07 u
Total charge: 0
Energy: -8301.905 eV
Relative energy (zero: lowest compared OMol25 entry of this formula, charge and spin): 499.00 kJ/mol

Atomic partial charges in e from the Löwdin method, atoms 1 to 4: 0.11, -0.30, -0.31, 0.12

***

This record from OMol25 describes a structure of composition C4H4O2Pm in a non-equilibrium geometry. The level of theory is the ωB97M-V functional and the def2-TZVPD basis.

```
11
C4H4O2Pm, DFT the ωB97M-V functional and the def2-TZVPD basis
H -0.425 0.732 2.185
O 0.737 -3.982 1.910
C -0.481 -3.452 1.408
C -0.345 -2.022 1.155
C -0.364 -0.765 1.198
H 0.535 -4.574 2.641
H -1.303 -3.610 2.129
H -0.765 -3.953 0.466
C 0.122 0.526 1.148
O 0.062 1.330 0.132
Pm -0.121 1.464 -2.226
```

Maximum force: 6.09 eV/A
Lowest unoccupied orbital energy (spin up / spin down): -0.345 / -0.342 hartree
Orbital gap (spin up / spin down): 7.585 / 7.690 eV
Molecular weight: 229.07 u
Total charge: +2
Energy: -24839.639 eV
Relative energy (zero: lowest compared OMol25 entry of this formula, charge and spin): 183.05 kJ/mol
Spin multiplicity: 6

Atomic partial charges in e from the Löwdin method, atoms 1 to 4: 0.21, -0.01, -0.22, 0.16

***

This record from OMol25 describes the molecule C4H4O2S2 in a non-equilibrium geometry. The level of theory is the ωB97M-V functional and the def2-TZVPD basis.

```
12
C4H4O2S2, DFT the ωB97M-V functional and the def2-TZVPD basis
C -0.508 1.310 -0.046
C 0.486 0.567 0.760
C 1.121 -0.847 0.101
C 0.265 -2.013 0.130
H -1.725 1.471 -1.659
H -0.276 2.407 -0.067
H -1.440 1.112 0.704
H 0.819 -2.879 -0.174
O -0.825 0.930 -1.452
O 0.807 0.805 1.882
S 2.637 -0.863 -0.451
S -1.362 -2.000 0.273
```

Maximum force: 4.17 eV/A
Lowest unoccupied orbital energy: -0.080 hartree
Orbital gap: 6.906 eV
Molecular weight: 148.21 u
Total charge: 0
Energy: -29975.124 eV
Relative energy (zero: lowest compared OMol25 entry of this formula, charge and spin): 251.36 kJ/mol

Atomic partial charges in e from the Löwdin method, atoms 1 to 4: -0.20, -0.44, -0.76, -0.67

***

This record from OMol25 describes a structure of composition C4H4O2Sc in a non-equilibrium geometry. The level of theory is the ωB97M-V functional and the def2-TZVPD basis.

```
11
C4H4O2Sc, DFT the ωB97M-V functional and the def2-TZVPD basis
C -1.509 -0.356 -0.346
O -1.444 0.763 -1.002
H -2.327 1.062 -1.255
C 0.235 -1.574 -0.651
C -0.061 -0.638 0.320
C 0.884 0.337 0.733
O 0.751 1.544 0.894
Sc 1.628 3.209 1.670
H -0.354 -2.494 -0.683
H 1.085 -1.427 -1.323
H 1.112 -0.425 1.642
```

Maximum force: 5.61 eV/A
Lowest unoccupied orbital energy (spin up / spin down): -0.553 / -0.582 hartree
Orbital gap (spin up / spin down): 8.594 / 6.293 eV
Molecular weight: 129.03 u
Total charge: +3
Energy: -28966.811 eV
Relative energy (zero: lowest compared OMol25 entry of this formula, charge and spin): 233.26 kJ/mol

Atomic partial charges in e from the Löwdin method, atoms 1 to 4: 0.33, 0.23, 0.20, 0.26

***

This record from OMol25 describes a structure of composition C4H4O2Zn in a non-equilibrium geometry. The level of theory is the ωB97M-V functional and the def2-TZVPD basis.

```
11
C4H4O2Zn, DFT the ωB97M-V functional and the def2-TZVPD basis
H -1.786 0.359 -0.115
O 1.456 1.177 1.722
C 1.013 -0.135 1.411
C 0.446 -0.185 0.058
C -0.786 -0.188 -0.526
H 1.713 1.204 2.648
H 0.233 -0.465 2.126
H 1.848 -0.853 1.487
C -1.231 0.230 -1.723
O -1.604 0.050 -2.854
Zn -1.302 -1.193 -4.234
```

Maximum force: 2.41 eV/A
Lowest unoccupied orbital energy (spin up / spin down): -0.248 / -0.188 hartree
Orbital gap (spin up / spin down): 6.101 / 8.504 eV
Molecular weight: 149.46 u
Total charge: +1
Energy: -56711.360 eV
Relative energy (zero: lowest compared OMol25 entry of this formula, charge and spin): 361.62 kJ/mol
Spin multiplicity: 2

Atomic partial charges in e from the Löwdin method, atoms 1 to 4: 0.22, -0.04, -0.26, 0.16

***

This record from OMol25 describes the molecule C4H4O3 in a non-equilibrium geometry. The level of theory is the ωB97M-V functional and the def2-TZVPD basis.

```
11
C4H4O3, DFT the ωB97M-V functional and the def2-TZVPD basis
C -1.761 0.218 -0.412
C -0.561 -0.699 -0.347
O -0.585 -1.862 -0.663
C 0.732 -0.179 0.343
O 0.662 -0.336 1.545
C 2.315 0.420 0.187
O 3.023 0.814 -0.685
H -2.100 0.504 0.591
H -2.569 -0.313 -0.921
H -1.512 1.133 -0.958
H 2.355 0.300 1.321
```

Maximum force: 1.79 eV/A
Lowest unoccupied orbital energy: -0.018 hartree
Orbital gap: 9.269 eV
Molecular weight: 100.07 u
Total charge: 0
Energy: -10352.788 eV
Relative energy (zero: lowest compared OMol25 entry of this formula, charge and spin): 233.88 kJ/mol

Atomic partial charges in e from the Löwdin method, atoms 1 to 4: 0.00, -0.38, 0.12, -0.18